{"formula": "C17H17N6O2Pm", "method": "the ωB97M-V functional and the def2-TZVPD basis", "energy_ev": -47484.143, "spin_multiplicity": 5, "s_squared": 6.00, "orbital_gap_ev": [7.24, 7.27], "total_charge": 2, "e_above_lowest_kcal_mol": 15.0, "species": ["Pm", "N", "C", "N", "C", "N", "N", "C", "C", "C", "C", "C", "C", "N", "C", "C", "C", "C", "C", "C", "H", "H", "H", "H", "H", "H", "H", "H", "H", "H", "H", "N", "C", "C", "C", "O", "O", "H", "H", "H", "H", "H", "H"], "xyz": [[-0.996, -1.259, -1.126], [3.699, -0.785, -0.940], [2.470, -1.247, -1.074], [1.389, -0.507, -0.973], [1.526, 0.863, -0.706], [0.497, 1.643, -0.538], [-0.730, 1.073, -0.717], [-1.763, 1.742, -0.349], [-3.092, 1.142, -0.493], [-4.228, 1.776, -0.017], [-5.460, 1.143, -0.129], [-5.524, -0.096, -0.743], [-4.352, -0.659, -1.225], [-3.159, -0.075, -1.090], [2.856, 1.426, -0.579], [3.085, 2.786, -0.340], [4.374, 3.254, -0.224], [5.458, 2.381, -0.340], [5.257, 1.036, -0.574], [3.956, 0.565, -0.695], [4.485, -1.413, -1.030], [2.353, -2.305, -1.271], [-1.670, 2.729, 0.098], [-4.148, 2.752, 0.445], [-6.354, 1.614, 0.257], [-6.462, -0.620, -0.854], [-4.369, -1.616, -1.731], [2.233, 3.444, -0.249], [4.553, 4.304, -0.040], [6.468, 2.759, -0.250], [6.093, 0.353, -0.658], [-0.786, -0.871, 1.599], [-0.976, -2.153, 2.347], [-0.313, -3.319, 1.610], [-0.742, -3.197, 0.171], [-1.944, -2.893, -0.095], [0.133, -3.105, -0.739], [0.129, -0.491, 1.827], [-1.449, -0.206, 1.982], [-2.045, -2.346, 2.395], [-0.590, -2.089, 3.364], [-0.639, -4.260, 2.053], [0.775, -3.271, 1.644]], "lowdin_charge": [1.9267, 0.1576, -0.1124, 0.0019, -0.2699, 0.0781, -0.1562, -0.0422, -0.2603, 0.0231, 0.0060, -0.0003, -0.0901, -0.0461, -0.0860, 0.0108, -0.0289, -0.0209, 0.0116, -0.1573, 0.1797, 0.1433, 0.1483, 0.1331, 0.1333, 0.1297, 0.1278, 0.1209, 0.1235, 0.1266, 0.1288, -0.0018, -0.1961, -0.0640, -0.6813, -0.1160, -0.1103, 0.0969, 0.0967, 0.1263, 0.1318, 0.1474, 0.1305]}

=====

{"formula": "C16H34FN4O2", "method": "the ωB97M-V functional and the def2-TZVPD basis", "energy_ev": -29910.244, "smiles": "COCCCCCCCCCC[C@H]1NC(N)=[NH+][C@](N)(CCF)O1", "orbital_gap_ev": 8.63, "total_charge": 1, "species": ["C", "O", "C", "C", "C", "C", "C", "C", "C", "C", "C", "C", "C", "N", "C", "N", "N", "C", "N", "C", "C", "F", "O", "H", "H", "H", "H", "H", "H", "H", "H", "H", "H", "H", "H", "H", "H", "H", "H", "H", "H", "H", "H", "H", "H", "H", "H", "H", "H", "H", "H", "H", "H", "H", "H", "H", "H"], "xyz": [[3.138, -3.822, 0.773], [4.200, -3.638, -0.139], [4.695, -2.315, -0.201], [3.786, -1.354, -0.984], [3.144, -0.251, -0.143], [2.376, 0.771, -0.997], [2.684, 2.253, -0.729], [2.794, 2.733, 0.728], [1.488, 3.198, 1.391], [0.699, 2.126, 2.152], [-0.158, 1.163, 1.325], [-0.932, 1.855, 0.203], [-2.124, 1.066, -0.336], [-2.054, 0.963, -1.807], [-2.879, 0.037, -2.325], [-2.796, -0.287, -3.618], [-3.801, -0.498, -1.521], [-3.403, -0.872, -0.104], [-3.126, -2.281, -0.128], [-4.481, -0.354, 0.873], [-5.378, -1.418, 1.481], [-6.114, -0.823, 2.483], [-2.166, -0.263, 0.143], [2.565, -2.902, 0.925], [2.468, -4.585, 0.378], [3.519, -4.157, 1.743], [5.667, -2.398, -0.683], [4.868, -1.930, 0.814], [4.376, -0.872, -1.768], [3.016, -1.955, -1.475], [3.927, 0.249, 0.431], [2.467, -0.711, 0.582], [1.300, 0.595, -0.909], [2.611, 0.572, -2.046], [1.903, 2.855, -1.208], [3.604, 2.507, -1.258], [3.486, 3.575, 0.737], [3.256, 1.968, 1.358], [0.863, 3.689, 0.638], [1.732, 3.979, 2.112], [0.069, 2.605, 2.905], [1.419, 1.521, 2.708], [0.479, 0.382, 0.907], [-0.860, 0.648, 1.980], [-0.262, 2.081, -0.629], [-1.300, 2.820, 0.553], [-3.072, 1.562, -0.118], [-1.113, 0.880, -2.178], [-2.474, 0.381, -4.301], [-3.043, -1.212, -3.929], [-4.381, -1.188, -1.986], [-2.738, -2.587, 0.759], [-3.959, -2.833, -0.306], [-3.978, 0.164, 1.690], [-5.113, 0.377, 0.370], [-6.087, -1.833, 0.759], [-4.810, -2.236, 1.928]], "lowdin_charge": [-0.1059, -0.1902, -0.2246, -0.1771, -0.2112, -0.2054, -0.1899, -0.1895, -0.1995, -0.1838, -0.1797, -0.1049, -0.2726, 0.1767, -0.3612, 0.2249, 0.2073, -0.5082, 0.1368, -0.0680, -0.2110, -0.0251, -0.0117, 0.0697, 0.0875, 0.0908, 0.1220, 0.1235, 0.1132, 0.1231, 0.1087, 0.0946, 0.0697, 0.1064, 0.0999, 0.1114, 0.1102, 0.0992, 0.0989, 0.1110, 0.1129, 0.1150, 0.0890, 0.1135, 0.0960, 0.1324, 0.1599, 0.1609, 0.1371, 0.1341, 0.1636, 0.1127, 0.0970, 0.1368, 0.1268, 0.1269, 0.1191]}

=====

{"formula": "C29H32I2MgN5O2SSi", "method": "the ωB97M-V functional and the def2-TZVPD basis", "energy_ev": -82504.946, "orbital_gap_ev": 7.02, "total_charge": -1, "e_above_lowest_kcal_mol": 1.2, "species": ["Mg", "I", "C", "C", "C", "I", "C", "O", "C", "C", "N", "C", "C", "C", "C", "C", "C", "N", "C", "H", "H", "H", "H", "H", "H", "H", "H", "H", "H", "H", "N", "C", "C", "C", "C", "C", "C", "C", "C", "C", "H", "H", "H", "H", "S", "C", "N", "C", "C", "C", "N", "H", "H", "H", "H", "H", "H", "H", "H", "C", "Si", "C", "C", "O", "H", "H", "H", "H", "H", "H", "H", "H", "H"], "xyz": [[-0.750, 0.611, 0.109], [-0.542, 7.618, 2.907], [-0.557, 5.930, 1.670], [0.525, 5.671, 0.841], [0.517, 4.538, 0.051], [2.147, 4.118, -1.183], [-0.550, 3.599, 0.050], [-0.534, 2.528, -0.643], [-1.641, 3.920, 0.914], [-2.758, 2.922, 0.992], [-2.261, 1.635, 1.497], [-1.663, 1.711, 2.825], [-0.187, 2.037, 2.746], [0.425, 2.947, 3.594], [1.781, 3.184, 3.449], [2.485, 2.502, 2.469], [1.797, 1.610, 1.664], [0.493, 1.381, 1.803], [-1.637, 5.058, 1.699], [1.373, 6.343, 0.815], [-3.166, 2.734, -0.004], [-3.559, 3.319, 1.632], [-2.980, 0.922, 1.462], [-1.759, 0.729, 3.291], [-2.168, 2.440, 3.470], [-0.164, 3.489, 4.322], [2.278, 3.912, 4.079], [3.539, 2.676, 2.305], [2.281, 1.072, 0.856], [-2.479, 5.254, 2.353], [6.502, -3.642, -5.733], [5.718, -3.146, -5.052], [4.740, -2.530, -4.202], [4.284, -1.240, -4.475], [3.339, -0.653, -3.658], [2.819, -1.333, -2.545], [3.295, -2.628, -2.283], [4.239, -3.220, -3.098], [1.816, -0.739, -1.727], [0.903, -0.249, -1.073], [4.676, -0.705, -5.330], [2.980, 0.347, -3.863], [2.907, -3.158, -1.423], [4.597, -4.219, -2.886], [-2.790, 0.358, -1.840], [-2.032, -1.090, -2.305], [-1.662, -1.262, -3.594], [-0.700, -2.276, -3.999], [-0.956, -3.537, -3.194], [-0.927, -3.200, -1.714], [-1.798, -2.068, -1.432], [-1.734, -0.418, -4.138], [0.321, -1.923, -3.827], [-0.826, -2.461, -5.067], [-0.195, -4.285, -3.418], [-1.931, -3.950, -3.465], [0.091, -2.947, -1.401], [-1.269, -4.046, -1.117], [-1.850, -1.760, -0.447], [-1.684, -3.873, 1.576], [-1.674, -2.077, 2.156], [-3.351, -1.795, 2.989], [-0.350, -1.937, 3.491], [-1.422, -1.075, 0.940], [-1.892, -4.563, 2.399], [-0.713, -4.143, 1.150], [-2.445, -4.030, 0.806], [-3.539, -2.538, 3.769], [-4.153, -1.874, 2.251], [-3.426, -0.809, 3.456], [-0.510, -2.653, 4.302], [-0.321, -0.935, 3.929], [0.636, -2.126, 3.057]], "lowdin_charge": [0.3868, 0.7741, -0.7647, -0.2510, -0.6312, 0.8844, -0.4756, -0.1910, -0.1624, -0.1424, -0.0795, -0.1297, -0.2521, -0.0159, -0.0550, -0.0618, -0.1189, 0.0933, -0.1412, 0.0733, 0.1095, 0.1195, 0.1081, 0.0951, 0.1272, 0.1153, 0.1078, 0.1032, 0.0992, 0.0948, 0.1300, -0.2033, -0.2546, -0.0368, -0.0258, -0.2687, -0.0327, -0.0400, -0.1699, 0.0127, 0.1139, 0.1180, 0.1124, 0.1130, 0.6356, -0.8414, 0.0099, -0.1752, -0.1604, -0.1773, 0.0228, 0.1106, 0.1045, 0.1151, 0.1124, 0.1159, 0.1073, 0.0957, 0.0368, -0.1769, 0.2436, -0.1723, -0.1659, -0.4190, 0.0239, 0.0241, 0.0226, 0.0219, 0.0279, 0.0089, 0.0225, 0.0098, 0.0290]}

=====

{"formula": "C55H57BrN3O5P2TeTl", "method": "the ωB97M-V functional and the def2-TZVPD basis", "energy_ev": -173266.587, "spin_multiplicity": 2, "s_squared": 0.76, "orbital_gap_ev": [6.59, 6.71], "total_charge": 1, "species": ["Tl", "C", "C", "C", "C", "C", "Br", "N", "C", "H", "H", "H", "H", "H", "H", "C", "C", "P", "C", "C", "C", "C", "C", "C", "C", "C", "C", "C", "C", "C", "P", "C", "C", "C", "C", "C", "C", "C", "C", "C", "C", "C", "C", "H", "H", "H", "H", "H", "H", "H", "H", "H", "H", "H", "H", "H", "H", "H", "H", "H", "H", "H", "H", "H", "H", "H", "H", "O", "H", "H", "O", "H", "H", "O", "N", "O", "C", "C", "C", "C", "C", "C", "Te", "N", "C", "O", "C", "C", "C", "C", "C", "C", "C", "C", "C", "C", "C", "C", "C", "C", "C", "C", "H", "H", "H", "H", "H", "H", "H", "H", "H", "H", "H", "H", "H", "H", "H", "H", "H", "H", "H", "H", "H", "H", "H"], "xyz": [[-1.290, 0.341, 0.906], [-4.385, -0.081, -4.353], [-4.516, -0.004, -2.877], [-5.722, 0.165, -2.176], [-5.725, 0.193, -0.788], [-4.508, 0.061, -0.088], [-4.530, 0.100, 1.854], [-3.385, -0.160, -0.750], [-3.379, -0.162, -2.093], [-5.344, 0.004, -4.895], [-3.894, -1.036, -4.644], [-3.702, 0.732, -4.725], [-6.658, 0.248, -2.734], [-6.613, 0.398, -0.196], [-2.401, -0.285, -2.567], [-1.159, -2.823, 3.380], [-1.235, -3.791, 2.200], [-1.577, -3.016, 0.547], [-3.328, -3.354, 0.276], [-3.813, -3.550, -1.021], [-5.179, -3.690, -1.250], [-6.085, -3.594, -0.206], [-5.605, -3.420, 1.093], [-4.245, -3.322, 1.337], [-0.792, -4.156, -0.603], [-0.701, -5.520, -0.326], [-0.135, -6.391, -1.258], [0.332, -5.906, -2.472], [0.200, -4.557, -2.785], [-0.412, -3.698, -1.887], [0.095, -1.503, 3.165], [-0.319, -0.190, 4.359], [-1.663, 0.205, 4.523], [-2.010, 1.163, 5.463], [-1.023, 1.788, 6.211], [0.322, 1.474, 6.000], [0.673, 0.545, 5.020], [1.573, -2.241, 3.822], [2.734, -2.490, 3.065], [3.837, -3.119, 3.650], [3.824, -3.444, 4.998], [2.694, -3.180, 5.757], [1.585, -2.560, 5.180], [-0.994, -3.386, 4.312], [-2.123, -2.318, 3.544], [-1.999, -4.556, 2.404], [-0.283, -4.350, 2.111], [-3.110, -3.588, -1.854], [-5.534, -3.878, -2.246], [-7.147, -3.711, -0.380], [-6.319, -3.302, 1.907], [-3.899, -3.163, 2.372], [-1.066, -5.903, 0.632], [-0.075, -7.467, -1.052], [0.775, -6.587, -3.192], [0.541, -4.202, -3.755], [-0.595, -2.638, -2.146], [-2.426, -0.291, 3.920], [-3.051, 1.454, 5.608], [-1.322, 2.525, 6.945], [1.095, 1.920, 6.633], [1.724, 0.384, 4.793], [2.779, -2.155, 2.037], [4.697, -3.370, 3.037], [4.706, -3.927, 5.434], [2.670, -3.412, 6.817], [0.723, -2.294, 5.805], [1.226, -1.629, -0.243], [0.882, -2.548, -0.184], [1.520, -1.355, 0.637], [-1.466, 2.728, 2.333], [-1.166, 3.153, 1.507], [-0.825, 2.938, 3.044], [2.345, 2.709, -0.496], [1.233, 1.119, 1.412], [1.704, 0.138, 1.939], [5.864, 1.171, -5.781], [4.660, 1.222, -4.882], [3.966, 0.078, -4.513], [2.875, 0.094, -3.651], [2.147, -1.208, -3.372], [2.520, 1.340, -3.072], [1.161, 1.231, -1.408], [-0.005, 2.533, -2.333], [-0.817, 3.193, -1.504], [-1.043, 2.872, -0.278], [-1.413, 4.414, -2.059], [-1.205, 4.740, -3.398], [-1.577, 5.998, -3.860], [-2.221, 6.886, -3.003], [-2.460, 6.538, -1.684], [-2.080, 5.283, -1.210], [3.089, 2.315, 0.563], [3.974, 1.239, 0.390], [4.676, 0.725, 1.472], [4.620, 1.410, 2.676], [3.884, 2.603, 2.788], [3.127, 3.105, 1.743], [2.283, 4.344, 1.846], [3.117, 2.572, -3.514], [2.766, 3.983, -3.074], [4.209, 2.447, -4.376], [6.093, 0.156, -6.133], [6.768, 1.571, -5.271], [5.714, 1.830, -6.685], [4.302, -0.891, -4.896], [2.520, -1.996, -4.044], [1.048, -1.122, -3.503], [2.281, -1.562, -2.327], [-0.733, 4.022, -4.046], [-1.356, 6.253, -4.902], [-2.528, 7.861, -3.390], [-2.955, 7.242, -1.015], [-2.280, 5.002, -0.165], [4.117, 0.787, -0.591], [5.215, -0.223, 1.367], [5.138, 1.080, 3.563], [3.803, 3.116, 3.753], [2.275, 4.754, 2.880], [1.243, 4.174, 1.540], [2.631, 5.159, 1.171], [1.706, 4.116, -2.871], [3.064, 4.681, -3.888], [3.324, 4.275, -2.158], [4.733, 3.372, -4.645]], "lowdin_charge": [0.7892, -0.0475, -0.2544, 0.0021, -0.0763, -0.6755, 0.7800, -0.0494, -0.0906, 0.0890, 0.0940, 0.1044, 0.1279, 0.1062, 0.1255, -0.3823, -0.3882, 0.9970, -0.3818, -0.0907, -0.0790, -0.0814, -0.0926, -0.1344, -0.4102, -0.0741, -0.0635, -0.0722, -0.0743, -0.1240, 0.9689, -0.3663, -0.1229, -0.0786, -0.0801, -0.0663, -0.0945, -0.3801, -0.0740, -0.0735, -0.0777, -0.0665, -0.0952, 0.0954, 0.0607, 0.0884, 0.0879, 0.1005, 0.1023, 0.1064, 0.1102, 0.0954, 0.1093, 0.1156, 0.1104, 0.1071, 0.1051, 0.0474, 0.1162, 0.1068, 0.1120, 0.1081, 0.0800, 0.1074, 0.1151, 0.1089, 0.1180, -0.1954, 0.0159, -0.0360, -0.1514, -0.0143, 0.0579, -0.3186, -0.0106, -0.1924, -0.0506, -0.2572, -0.0223, -0.3057, -0.0851, -0.2797, 1.8857, -0.2095, -0.5902, -0.2179, -0.1743, -0.0332, -0.0692, -0.0819, -0.0723, -0.0116, -0.4271, -0.0471, -0.0800, -0.0707, -0.0371, -0.2175, -0.0204, -0.2425, -0.0509, -0.0127, 0.0764, 0.0925, 0.1017, 0.1209, 0.0843, 0.0765, 0.0603, 0.1044, 0.1104, 0.1101, 0.1086, 0.1232, 0.1162, 0.1160, 0.1040, 0.1201, 0.0911, 0.0694, 0.1009, 0.0451, 0.0925, 0.0915, 0.1288]}

=====

{"formula": "C10H20F3NO5P", "method": "the ωB97M-V functional and the def2-TZVPD basis", "energy_ev": -39865.401, "orbital_gap_ev": 5.05, "total_charge": -1, "e_above_lowest_kcal_mol": 4.6, "species": ["C", "P", "O", "N", "C", "F", "F", "F", "H", "H", "H", "H", "O", "C", "O", "C", "C", "C", "H", "H", "H", "H", "H", "H", "H", "H", "O", "C", "O", "C", "C", "C", "H", "H", "H", "H", "H", "H", "H", "H"], "xyz": [[-0.037, -4.837, 0.716], [1.149, -3.965, -0.455], [1.709, -5.312, -1.342], [2.388, -3.390, 0.471], [3.380, -4.223, 0.777], [3.055, -5.436, 1.281], [4.251, -4.539, -0.236], [4.206, -3.693, 1.717], [-0.842, -4.149, 0.904], [-0.449, -5.714, 0.241], [0.494, -5.121, 1.613], [0.944, -5.555, -1.873], [-3.466, -2.745, 0.352], [-3.098, -1.611, 0.493], [-1.796, -1.319, 0.403], [-1.277, 0.010, 0.374], [-1.102, 0.597, 1.758], [-4.078, -0.510, 0.847], [-1.889, 0.648, -0.269], [-0.306, -0.084, -0.108], [-2.055, 0.690, 2.281], [-0.646, 1.584, 1.689], [-0.463, -0.046, 2.363], [-4.251, -0.531, 1.922], [-5.016, -0.712, 0.335], [-3.754, 0.487, 0.558], [-0.211, 3.823, 1.289], [0.119, 4.070, 0.163], [0.790, 3.132, -0.526], [1.094, 3.229, -1.919], [2.365, 4.016, -2.165], [-0.135, 5.424, -0.464], [0.243, 3.628, -2.473], [1.230, 2.202, -2.250], [2.273, 5.049, -1.826], [2.607, 4.024, -3.228], [3.194, 3.567, -1.620], [0.650, 6.107, -0.145], [-1.091, 5.791, -0.100], [-0.180, 5.413, -1.550]], "lowdin_charge": [-0.2843, 0.6861, -0.3792, -0.1929, -0.8904, 0.0461, 0.0281, 0.0345, -0.0185, 0.0053, 0.0101, -0.0020, 0.0954, -0.5382, -0.0095, -0.2326, -0.0543, 0.0031, 0.1095, 0.1244, 0.0669, 0.0502, 0.0905, 0.0906, 0.0829, 0.0627, 0.1009, -0.5260, 0.0023, -0.2325, -0.0643, 0.0120, 0.1125, 0.1277, 0.0655, 0.0806, 0.0867, 0.0941, 0.0883, 0.0677]}